{
  "formula": "C5H6ClN",
  "method": "wB97M-V/def2-TZVPD",
  "multiplicity": 1,
  "e_tot_ev": -19293.1694,
  "orbital_gap_ev": 10.76,
  "smiles": "C/C=C/[C@H](Cl)C#N",
  "e_above_lowest_kcal_mol": 33.43,
  "elements": ["C", "H", "C", "C", "H", "Cl", "C", "C", "H", "N", "H", "H", "H"],
  "coordinates": [[1.021, -0.731, 0.146], [2.130, -0.437, -0.075], [-1.224, 0.326, 0.263], [-2.304, 1.330, -0.022], [-2.235, 1.852, -0.934], [-2.569, 2.333, 1.409], [-3.524, 0.549, -0.201], [0.046, 0.429, -0.099], [0.330, 1.205, -0.751], [-4.486, -0.060, -0.453], [0.887, -1.046, 1.234], [0.600, -1.620, -0.462], [-1.583, -0.502, 0.846]]
}